# 1
69
Properties=species:S:1:pos:R:3:lowdin_charge:R:1 method="wB97M-V/def2-TZVPD" total_charge=-1 orbital_gap_ev=6.265 de_lowest_ev=0.716 lumo_energy_ev=1.7677
Na -0.262 0.514 0.234 0.1492
N 0.277 -1.097 -1.649 0.0155
C 0.331 -2.441 -1.086 -0.3049
C -1.011 -2.866 -0.506 -0.1973
C -0.915 -4.086 0.414 -0.2048
C -0.085 -3.871 1.679 -0.3089
N -0.693 -2.913 2.597 0.0129
H -0.352 -1.069 -2.445 0.0821
H 1.205 -0.822 -1.961 0.0391
H 1.082 -2.408 -0.298 0.0520
H 0.660 -3.198 -1.822 0.1067
H -1.709 -3.086 -1.322 0.1104
H -1.438 -2.020 0.035 0.0813
H -0.480 -4.924 -0.141 0.1048
H -1.922 -4.394 0.712 0.1056
H 0.935 -3.580 1.401 0.0816
H -0.006 -4.837 2.196 0.0983
H 0.032 -2.476 3.153 0.0528
H -1.133 -2.147 2.093 0.0310
Cl -7.733 1.416 1.311 0.5940
C -6.038 0.996 1.263 -0.6964
C -5.492 0.238 2.310 -0.1233
C -4.174 -0.109 2.295 -0.0072
C -3.282 0.280 1.234 -0.3873
O -2.074 -0.065 1.247 -0.0907
C -3.877 1.081 0.192 -0.1412
C -3.116 1.592 -0.917 -0.2264
O -1.905 1.574 -1.085 -0.0075
C -5.248 1.399 0.223 -0.0925
H -6.132 -0.074 3.125 0.0980
H -3.751 -0.710 3.089 0.1115
H -3.751 2.075 -1.697 0.1177
H -5.671 1.983 -0.586 0.1034
S 7.176 -0.799 -1.603 0.5101
C 5.597 -0.786 -1.066 -1.1037
S 5.200 -0.536 0.611 0.9412
C 3.487 -0.740 0.256 -1.1596
N 3.274 -0.989 -1.004 -0.0124
N 4.446 -1.002 -1.739 -0.1467
C 4.287 -1.275 -3.118 -0.1913
C 3.209 -2.068 -3.504 -0.0199
C 3.003 -2.345 -4.843 -0.0870
C 3.861 -1.837 -5.807 -0.1079
C 4.929 -1.044 -5.417 -0.0901
C 5.148 -0.757 -4.079 -0.0501
S 2.312 -0.616 1.464 0.5292
H 2.544 -2.456 -2.749 0.0820
H 2.163 -2.965 -5.130 0.0997
H 3.698 -2.057 -6.854 0.0931
H 5.603 -0.635 -6.158 0.0987
H 5.978 -0.140 -3.781 0.0504
C -1.993 3.790 4.600 -0.0280
N -0.960 3.178 3.803 -0.1409
C 0.331 2.910 4.188 -0.0741
C 0.901 2.232 3.150 -0.1431
N -0.009 2.077 2.145 0.0660
C -1.106 2.649 2.565 -0.1576
H -1.537 4.310 5.441 0.0851
H -2.688 3.040 4.982 0.0922
H -2.547 4.514 4.002 0.0888
H 0.708 3.213 5.149 0.1061
H 1.893 1.829 3.059 0.0654
H -2.045 2.670 2.036 0.1305
C -0.086 4.878 -1.008 -0.0598
C 0.614 3.615 -0.956 -0.2653
N 1.142 2.603 -0.876 0.1956
H 0.599 5.681 -1.274 0.0797
H -0.518 5.081 -0.028 0.0803
H -0.885 4.820 -1.746 0.0839


# 2
67
Properties=species:S:1:pos:R:3:lowdin_charge:R:1 method="wB97M-V/def2-TZVPD" total_charge=+2 orbital_gap_ev="7.104 / 6.612" de_lowest_ev=1.287 s_squared=0.76 lumo_energy_ev="-7.7375 / -8.2280" spin_multiplicity=2
Ir 0.033 0.536 -0.612 1.3785
O -1.995 -2.057 5.571 -0.0355
C -1.209 -0.892 5.563 -0.1917
C -0.968 -0.488 4.138 -0.1283
C -0.307 0.699 3.831 0.0346
C -0.116 1.035 2.509 -0.1251
N -0.546 0.264 1.503 -0.0261
C -1.191 -0.876 1.788 -0.1763
C -1.410 -1.286 3.089 0.0889
C -1.647 -1.638 0.608 -0.1754
C -2.607 -2.621 0.686 0.0867
C -2.996 -3.307 -0.463 -0.1212
C -4.066 -4.350 -0.401 -0.1887
O -4.328 -4.647 0.947 -0.0338
C -2.378 -2.974 -1.663 0.0426
C -1.443 -1.967 -1.685 -0.0609
N -1.080 -1.290 -0.575 -0.0375
H -2.172 -2.326 6.478 0.1148
H -0.237 -1.055 6.045 0.1469
H -1.697 -0.061 6.084 0.1455
H 0.049 1.360 4.610 0.1405
H 0.379 1.955 2.227 0.1126
H -1.906 -2.219 3.313 0.1303
H -3.077 -2.866 1.626 0.1312
H -3.743 -5.231 -0.966 0.1459
H -4.953 -3.949 -0.909 0.1511
H -5.021 -5.313 1.007 0.1153
H -2.623 -3.485 -2.585 0.1432
H -0.969 -1.689 -2.609 0.1018
F 0.845 2.135 -2.739 0.0172
C 0.096 0.978 -2.649 -0.4766
F -1.107 1.259 -3.157 0.0913
C 0.811 -0.038 -3.612 -0.5834
F 1.933 0.439 -4.114 0.1956
F 1.125 -1.163 -2.914 0.0832
F 0.012 -0.406 -4.604 0.1876
C 2.818 0.258 1.316 -0.1811
P 2.241 0.988 -0.227 0.8495
C 2.404 2.770 -0.017 -0.1964
C 3.410 0.457 -1.453 -0.3788
C 4.135 1.384 -2.204 -0.0673
C 5.102 0.935 -3.087 -0.0385
C 5.314 -0.427 -3.255 -0.0271
C 4.584 -1.353 -2.519 -0.0428
C 3.631 -0.915 -1.620 -0.1020
H 2.753 -0.830 1.287 0.0661
H 2.239 0.627 2.159 0.0328
H 3.863 0.549 1.429 0.0841
H 3.416 3.001 0.317 0.0831
H 1.685 3.105 0.728 0.0439
H 2.184 3.281 -0.951 0.0608
H 3.957 2.446 -2.103 0.1098
H 5.689 1.650 -3.646 0.1231
H 6.046 -0.770 -3.974 0.1236
H 4.756 -2.412 -2.652 0.1215
H 3.053 -1.637 -1.054 0.1097
C -2.835 2.162 -0.747 -0.0363
C -1.714 2.844 0.020 -0.4735
C -1.642 4.337 -0.244 -0.0137
O -0.408 2.303 -0.228 -0.3514
H -3.795 2.550 -0.412 0.1033
H -2.821 1.078 -0.578 0.0655
H -2.744 2.342 -1.814 0.0824
H -1.921 2.702 1.089 0.1348
H -1.455 4.528 -1.301 0.0992
H -0.845 4.796 0.339 0.0889
H -2.593 4.785 0.040 0.1017


We obtain energy values of -3321.64834; -2250.36113 Ha for the records listed above, in that order.